[1]
Entry from the Open Molecules 2025 dataset: an isolated molecule of C4H4Cl2S at a distorted geometry (wB97M-V/def2-TZVPD).

Each line ends with the Löwdin charge.
Atoms and positions in Å:
C -2.83059 0.05465 0.33532  -1.2284
H 1.14549 -1.24589 -0.78787  0.0803
Cl -3.04868 -1.57337 -0.07554  0.6962
C -0.39315 -0.50963 0.76329  -0.5572
C -1.59370 0.48587 0.76818  -0.1869
H -1.54294 1.54519 0.83711  0.0808
H -0.70276 -1.34104 1.35740  0.0663
S 1.36608 -0.08168 1.41433  0.7379
Cl -4.04433 1.19826 0.30324  0.6931
C 0.65376 -0.42532 -0.24618  -0.4538
H 0.54942 0.44254 -0.87590  0.0717

Energy above the lowest of the compared OMol25 structures with the same formula, charge and spin (kcal/mol): 19.9
Structure (SMILES): ClC(Cl)=C[C@H]1CS1



[2]
Entry from the Open Molecules 2025 dataset: a structure of composition C31H30N7O2PReS at a distorted geometry (wB97M-V/def2-TZVPD).

Each line ends with the Löwdin charge.
Atoms and positions in Å:
H 2.70444 -6.86601 -0.75395  0.1079
H 3.67281 -0.93759 -2.14427  0.1258
H 3.11571 -4.06235 2.91927  0.0652
O -0.85924 5.97904 -5.29648  -0.0537
H -4.07364 4.69654 -2.19470  0.1401
C -1.11032 1.23218 1.23832  -0.1387
H -1.07703 -1.51104 -0.97553  0.1223
N -3.12593 3.74809 -0.31305  0.0971
H 4.08271 -0.00253 5.17768  0.1599
C -3.31517 0.26327 0.57835  0.0211
H -1.93301 4.70209 -6.57186  0.1051
H 0.58966 6.53892 -3.20767  0.1410
H -1.42846 -4.48618 0.52535  0.1000
N 0.15539 1.05286 1.67852  -0.0596
C -1.62654 2.54558 1.11824  -0.0911
N 3.08766 -0.34769 5.19189  0.1162
C -0.80732 -3.79819 3.01472  -0.2555
H 1.99515 -1.33888 -3.96306  0.1256
C 2.19456 -0.96226 -0.59743  -0.2398
C 0.33192 -1.53067 -2.55123  -0.0235
H -0.44249 -1.71035 -3.26717  0.1134
C 0.81970 2.06523 2.33285  -0.0623
H -0.66380 -3.57226 4.10959  0.0634
H -0.18164 4.83611 -6.87247  0.1010
C -1.97923 0.06429 1.12305  -0.2422
C 2.43065 -0.37530 4.03554  -0.8160
H -0.76723 3.88003 -5.47919  0.1067
P 0.78346 -3.44801 2.19629  0.8033
C -0.93301 4.79365 -6.08238  -0.0443
C 0.60385 -6.65249 -1.13122  -0.0724
H -1.09374 -4.82169 2.85336  0.0470
C -3.74832 1.47203 0.17586  0.0562
O -1.50731 -1.13090 1.42088  -0.1977
H 2.86544 -4.81799 0.64035  0.1028
C 2.62842 -1.13480 -1.94017  0.0150
C 3.05114 -0.71108 0.52049  -0.0320
C -0.52317 -5.02771 0.29234  -0.0860
H 2.01818 -3.83572 4.26456  0.0443
H -0.20825 6.14799 -0.89181  0.1119
H 1.91127 -5.27567 3.35129  0.0730
H -4.00246 -0.55274 0.42224  0.1288
H 4.14686 -0.60877 0.39642  0.1435
H 1.81089 1.73059 2.62050  0.0978
H -1.61778 -3.12458 2.60393  0.0488
C -0.97337 3.57979 1.75561  0.0355
H 0.94324 4.16673 2.60233  0.1321
C -3.12404 5.23517 -2.50884  0.0105
H -3.24990 5.08016 -4.66526  0.1180
C -2.84836 2.62429 0.38168  -0.1693
H 0.55687 -7.53500 -1.76029  0.1171
C 0.70108 -4.64217 0.81533  -0.3876
C -0.46220 6.25874 -3.02188  0.0393
H 2.55167 -0.43336 6.04080  0.1011
N -2.35171 4.78641 -0.27690  0.0951
C 1.89317 -5.22259 0.37677  -0.0850
C 0.27335 3.34092 2.34924  0.0144
N 3.09856 -0.29672 2.90530  -0.0002
C -2.13817 5.37645 -1.51291  -0.2406
C -2.71130 5.46380 -3.81205  0.0366
C -0.00935 -1.36581 -1.22672  -0.0942
N 0.87797 -1.14658 -0.21254  -0.0751
S 0.70497 -0.68936 4.12756  0.6649
H -1.46942 -6.25089 -1.25935  0.1041
Re 0.62424 -1.01614 1.83959  1.1433
C -0.54821 -5.96452 -0.78956  -0.0481
C -0.83496 5.94872 -1.73482  0.0177
C -1.35128 5.86890 -4.07853  -0.2667
N 2.45414 -0.62438 1.74782  -0.2904
H -1.43613 4.56366 1.85492  0.1303
C 1.80717 -6.31594 -0.52467  -0.0517
C 1.68392 -1.38903 -2.92178  -0.0179
C 2.06232 -4.19548 3.23764  -0.2369
H -4.69907 1.68918 -0.29673  0.1346

Spin multiplicity: 4
Charge: +2
Expectation value of S²: 3.87
Energy above the lowest of the compared OMol25 structures with the same formula, charge and spin (kcal/mol): 12.4



[3]
Entry from the Open Molecules 2025 dataset: a cluster of 2 separate species, C4H7N2P in total at a distorted geometry (wB97M-V/def2-TZVPD).

Each line ends with the Löwdin charge.
Atoms and positions in Å:
H 3.40422 -1.30812 -0.20278  -0.0041
N -0.25136 1.08765 0.35600  -0.5293
C -1.47071 1.58661 0.68517  -0.2258
H -2.39073 -1.39990 -0.42747  0.1218
C -0.48538 -0.31389 -0.11130  -0.1482
N 2.70293 -1.05290 -0.82818  0.0438
H 0.27340 -0.80497 -0.68324  0.0548
C -1.80578 -0.51495 -0.01714  -0.1205
C -2.45212 0.69313 0.42584  -0.0996
H -3.52185 0.89303 0.55335  0.1027
P 1.29956 1.55754 0.65685  0.7400
H 1.98922 -1.64725 -0.75742  -0.0547
H 3.35197 -0.89966 -1.54631  0.0108
H -1.69794 2.58711 1.03323  0.1085

Energy above the lowest of the compared OMol25 structures with the same formula, charge and spin (kcal/mol): 68.8



[4]
Entry from the Open Molecules 2025 dataset: a cluster of 12 separate species, H22N3O15 in total at a distorted geometry (wB97M-V/def2-TZVPD).

Each line ends with the Löwdin charge.
Atoms and positions in Å:
H -2.50840 1.17273 -1.17745  -0.0063
O -1.21740 -0.81127 -3.28145  0.0081
H -2.84340 -3.52627 1.10055  0.1024
H -2.17840 -2.59527 -1.04345  -0.0508
H -1.73640 -3.41427 -2.07545  0.0465
H -0.30440 -0.74127 0.36255  0.0113
O -2.31540 0.85973 1.70255  -0.0962
H 1.82660 -0.79027 -3.44545  0.0529
O 1.61660 -2.70527 -0.89545  -0.0347
O 3.07560 3.62473 0.73655  -0.0193
H -1.13340 -1.52727 -2.68345  -0.0163
H 3.43760 0.83973 2.05055  0.0188
O -1.45040 3.16373 -0.02545  -0.0986
H -0.56240 3.60973 0.07055  0.0181
O 1.03560 4.28873 0.74255  -0.0623
O -2.52640 0.27173 -1.01845  -0.0260
H 3.94360 2.10073 0.93255  0.0517
N 0.38160 -0.19827 0.10155  0.3529
N 1.08960 -0.05227 3.82955  -0.5993
H -0.34440 0.75773 0.22855  0.2198
H -1.66140 -3.29027 1.68855  -0.0069
O -0.06740 -0.18127 3.39655  -0.0805
H 1.05260 -0.34527 0.90155  0.1496
H -1.86740 1.60973 1.17855  0.0357
H 2.07560 -3.29027 -0.27245  0.0609
H 0.44560 -0.53427 -4.13645  0.0051
H 1.32660 -3.10927 -1.68845  0.0084
H -2.57140 0.32273 -0.04645  0.0105
H 0.59960 -0.24127 -0.78045  0.0325
O -1.43240 -2.90927 -1.35745  0.0330
O 2.00960 0.14373 3.04655  -0.0571
H -1.59040 3.39073 -0.97445  0.0654
H -1.84040 -0.33627 -2.87045  -0.0497
O 1.32360 -0.49827 4.99355  -0.0546
H -1.79240 0.69573 2.50755  0.0304
N 1.90360 3.44173 0.45455  -0.5442
O 1.59860 2.75173 -0.61645  -0.1106
O 1.42160 -0.33327 -4.25645  -0.1272
O -2.28440 -2.69727 1.36455  -0.0496
O 4.06460 1.08273 1.25555  -0.2238

Charge: -1
Energy above the lowest of the compared OMol25 structures with the same formula, charge and spin (kcal/mol): 19.0



[5]
Entry from the Open Molecules 2025 dataset: a structure of composition C6H12O2 at a distorted geometry (wB97M-V/def2-TZVPD).

Each line ends with the Löwdin charge.
Atoms and positions in Å:
H -1.65671 -0.41899 0.27633  0.0362
H -3.04216 1.32367 1.81100  -0.0924
H -0.12592 0.34133 -1.22028  0.1390
H -0.50707 -0.83237 -2.49438  0.0304
H -0.92451 -2.04110 0.32987  0.0905
O -0.11303 -1.73965 -2.50186  -0.0613
C -1.23496 -1.23522 -0.33125  -0.0207
H -0.16851 0.78441 1.76009  0.1164
H -1.99545 -1.60454 -1.02026  0.0923
H -0.45852 1.54889 0.22822  0.0984
H 3.02177 -0.37126 0.31241  0.1173
H 0.20857 2.47801 1.53415  0.0961
C 1.58799 1.14895 0.60397  -0.0024
O -2.17004 1.14247 1.44529  -0.4115
C 1.98059 -0.11587 0.12362  -0.0676
C 0.28999 1.50961 1.05246  -0.1186
H 2.42414 1.81244 0.80973  0.1228
H 1.68529 -1.97526 -0.86094  0.1356
C 1.27247 -0.99726 -0.63090  0.0376
C -0.07396 -0.75826 -1.22728  -0.3380

Energy above the lowest of the compared OMol25 structures with the same formula, charge and spin (kcal/mol): 199.4



[6]
Entry from the Open Molecules 2025 dataset: a structure of composition C18H38NO4S2 at a distorted geometry (wB97M-V/def2-TZVPD).

Each line ends with the Löwdin charge.
Atoms and positions in Å:
C 6.60610 -1.30657 -0.77549  -0.2079
H 5.00928 -0.78210 -2.86032  0.1078
C -3.19702 0.48534 1.10417  -0.2150
H -2.94299 0.13918 2.11015  0.1088
C -7.69888 -1.12704 0.48659  -0.2737
S -9.42816 -1.93311 -2.22044  0.4879
H -7.64944 -2.18016 0.76026  0.1076
H -4.90455 1.61008 1.69548  0.1157
H 1.33716 2.84683 -1.70978  0.1044
H 7.37060 -0.18817 0.90417  0.1060
O -5.69960 -1.21673 -1.17826  -0.3478
H -7.21968 0.81263 1.29602  0.1067
C 6.43314 0.03737 -1.49227  -0.2170
C -7.00791 -0.23284 1.51401  -0.2257
H 8.17067 -1.23936 3.14614  0.0690
H -5.17790 -1.36065 1.18354  0.1016
C 6.91882 -2.14966 1.61736  -0.2794
N -7.83052 -1.88661 -2.16586  -0.3617
C 2.43664 1.98254 -0.09978  -0.2141
S -7.10437 -0.86538 -1.18432  0.4678
O -9.87004 -3.30795 -2.16550  -0.3996
H 3.49070 2.29634 -1.94444  0.1048
H -9.86915 -1.37806 -1.06914  0.0415
H -2.95149 2.46833 0.24531  0.1123
H 6.45327 0.86250 -0.77652  0.0958
H -8.75412 -0.85727 0.49066  0.0690
H -2.00532 2.18663 1.72446  0.1050
H 2.99863 -0.07932 -1.76875  0.1106
H 0.22347 2.72658 0.93699  0.1037
H 8.46158 -1.46714 0.32382  0.1097
C -2.36062 1.73576 0.79622  -0.2139
C 3.67043 1.78586 -0.99631  -0.2162
H 5.15466 1.00479 -2.91780  0.1038
H 2.54503 2.87606 0.51313  0.1055
H 7.47757 -2.78322 3.63047  0.0643
C -1.12434 1.39123 -0.05096  -0.2320
C -4.70028 0.73290 1.07196  -0.2307
H -5.24850 -0.50695 2.73000  0.1025
H 8.82686 -2.71434 2.48091  0.0676
O -9.98515 -1.12418 -3.27392  -0.3848
H 7.13070 -1.98224 -1.45064  0.1103
H 5.95652 -1.81923 2.01016  0.1074
H 7.26078 0.21326 -2.18124  0.1069
O -7.37965 0.53563 -1.43605  -0.3456
C -5.48654 -0.43496 1.66584  -0.2227
H 2.35380 1.09459 0.53038  0.1111
C 5.10816 0.12960 -2.27132  -0.2077
C 3.91667 0.30640 -1.32382  -0.2153
C 1.15135 2.11441 -0.92119  -0.2172
H -0.52285 3.39914 -0.53014  0.1093
H 0.95086 1.17351 -1.43749  0.1043
H 5.62122 -1.71547 -0.55398  0.0985
H -7.48211 -0.46188 2.47102  0.1009
H -5.04498 0.91627 0.05630  0.1023
C 7.89778 -2.23462 2.79028  -0.1255
H -0.66539 0.50461 0.39352  0.1153
C -0.08480 2.50530 -0.08530  -0.2145
H 6.80485 -3.15718 1.21236  0.1076
H -2.93796 -0.30990 0.40380  0.1137
H 4.56566 2.20240 -0.53291  0.1033
H -1.46964 1.16979 -1.06062  0.1204
H 4.07961 -0.23309 -0.38965  0.1026
C 7.42135 -1.21047 0.52874  -0.2249

Total energy (eV): -50634.40596
Charge: -1



[7]
Entry from the Open Molecules 2025 dataset: a cluster of 2 separate species, C3H2Br2 in total at a distorted geometry (wB97M-V/def2-TZVPD).

Each line ends with the Löwdin charge.
Atoms and positions in Å:
C 0.11056 -1.07856 0.53982  0.0275
Br -0.56059 1.42136 -0.79804  0.5892
Br -3.88443 -0.12798 -1.00235  -0.0240
H 1.37574 -0.19609 -1.24311  0.0582
C 0.65584 -0.06241 -0.45124  -0.6307
H 1.40282 0.25532 1.82483  0.0301
C 0.90007 -0.21164 1.13009  -0.0502

Energy above the lowest of the compared OMol25 structures with the same formula, charge and spin (kcal/mol): 74.6



[8]
Entry from the Open Molecules 2025 dataset: a cluster of 2 separate species, C2H7N2OP in total at a distorted geometry (wB97M-V/def2-TZVPD).

Each line ends with the Löwdin charge.
Atoms and positions in Å:
H -1.50724 -2.00826 -1.22833  0.0555
H 2.29315 2.18090 0.02545  0.0904
H 0.43529 2.31583 0.38777  0.0146
H 0.07980 -0.72203 1.88890  0.0292
H -1.37259 -1.25975 1.79924  0.0507
P -0.51278 -0.25555 -0.12881  0.7684
N -0.51396 -1.21848 1.24345  -0.1643
H 2.13493 -0.02618 -0.53521  0.0465
O -2.08346 1.50036 0.42932  -0.3748
N -0.63788 -1.40539 -1.41208  -0.2263
C 1.24441 1.67518 0.13542  -0.0776
C 1.22739 0.35250 -0.14288  -0.2984
H -0.78705 -1.12912 -2.46227  0.0862

Spin multiplicity: 3
Expectation value of S²: 2.01
Energy above the lowest of the compared OMol25 structures with the same formula, charge and spin (kcal/mol): 38.3